(1)
C11H27NO6P2S2 | ωB97M-V with the def2-TZVPD basis set

Results
Kohn-Sham gap   9.147 eV

Atoms and positions in Å:
N (-2.72711, 1.66368, 0.39888)
C (-3.39509, 2.82769, -0.13684)
C (-4.15818, 3.70000, 0.85021)
O (-4.94695, 2.78111, 1.61225)
C (-3.36375, 4.58982, 1.79443)
P (-2.19220, 5.85354, 1.12514)
P (-0.38691, 4.64098, 1.27042)
O (-0.11272, 4.37436, 2.69809)
H (-3.35594, 1.15443, 1.00343)
H (-1.88411, 1.85051, 0.92259)
H (-2.67242, 3.43721, -0.67930)
H (-4.12160, 2.47985, -0.86795)
H (-4.82907, 4.34653, 0.27772)
H (-5.69110, 3.25158, 1.99962)
H (-2.82355, 3.98025, 2.52041)
H (-4.07673, 5.18821, 2.35881)
H (-2.42003, 5.68655, -0.25961)
H (-0.51762, 3.51627, 0.44145)
H (0.54960, 5.43622, 0.59355)
O (0.04059, 1.45782, 1.41163)
S (1.47747, 1.47432, 1.26431)
O (2.14986, 2.72066, 0.99638)
C (2.19011, 0.64284, 2.67969)
C (2.22834, -0.82225, 2.25529)
C (2.72240, -0.83512, 0.80231)
C (1.92705, 0.23155, 0.04194)
H (1.56433, 0.86277, 3.54097)
H (3.18864, 1.05482, 2.82478)
H (2.87418, -1.40634, 2.90882)
H (1.22452, -1.24795, 2.31072)
H (3.78636, -0.59177, 0.77518)
H (2.57743, -1.80493, 0.33811)
H (2.49068, 0.72243, -0.74663)
H (0.99424, -0.15817, -0.35979)
O (1.90293, -3.87451, -0.41521)
S (1.77199, -3.65693, -1.83649)
O (1.96232, -2.33518, -2.37334)
C (2.80936, -4.84604, -2.68463)
C (1.90629, -6.06247, -2.85749)
C (0.54150, -5.51467, -3.30056)
C (0.19465, -4.34530, -2.37201)
H (3.69302, -5.01451, -2.07431)
H (3.08922, -4.40468, -3.64091)
H (2.31940, -6.75850, -3.58541)
H (1.81062, -6.58923, -1.90628)
H (0.60753, -5.16132, -4.33081)
H (-0.23241, -6.27911, -3.26414)
H (-0.36677, -3.55045, -2.85599)
H (-0.32037, -4.66656, -1.46942)

Atomic partial charges in e from the Mulliken method, atoms 1 to 4: -0.46 -0.77 0.39 -0.59

---

(2)
C8H19NO | ωB97M-V with the def2-TZVPD basis set

Results
Kohn-Sham gap   10.324 eV
ΔE to the lowest compared entry with this formula, charge and spin   1.3919 eV

Atoms and positions in Å:
C (2.29995, 2.52826, -0.14065)
C (1.13820, 1.54387, -0.32081)
N (1.56185, 0.24717, -0.82208)
C (1.85589, -0.69180, 0.30211)
C (0.71303, -0.32787, -1.76551)
C (-0.14124, 0.53130, -2.66934)
O (0.59125, -1.53484, -1.86368)
H (2.03129, 3.55408, -0.39082)
H (3.12140, 2.36885, -0.84868)
H (2.80588, 2.52058, 0.82694)
H (0.59707, 1.51374, 0.61753)
H (0.61738, 2.06746, -1.11780)
H (2.80996, -0.40323, 0.73136)
H (1.10863, -0.55847, 1.07644)
H (1.88783, -1.65490, -0.18215)
H (-0.30950, -0.09687, -3.54312)
H (-1.15460, 0.60608, -2.26977)
H (0.24452, 1.49470, -2.98675)
C (-2.86622, -0.42922, 0.94382)
C (-2.04058, -1.11379, 2.06172)
C (-1.10797, -2.12392, 1.42119)
H (-3.53870, -1.14419, 0.47976)
H (-2.15885, -0.06976, 0.18775)
H (-3.39057, 0.46805, 1.27569)
H (-1.46334, -0.32432, 2.53861)
H (-2.77065, -1.66285, 2.64776)
H (-1.55919, -2.94808, 0.87033)
H (-0.35410, -1.71224, 0.74659)
H (-0.52861, -2.64779, 2.19355)

Atomic partial charges in e from the Mulliken method, atoms 1 to 4: -1.50 -0.13 0.12 -1.15

---

(3)
CH3O3S2 | ωB97M-V with the def2-TZVPD basis set

Results
Kohn-Sham gap (alpha / beta)   8.434 / 4.307 eV
Net charge   -1
ΔE to the lowest compared entry with this formula, charge and spin   2.5160 eV

Atoms and positions in Å:
C (-1.58003, 0.28703, 0.18469)
O (2.23575, -1.29385, -1.37982)
O (1.99825, -1.14020, 1.02455)
O (2.17353, 0.94118, -0.24459)
S (-2.86007, 1.54213, 0.00767)
S (1.79660, -0.48045, -0.24522)
H (-1.79730, -0.57402, -0.34523)
H (-1.33210, -0.12703, 1.10023)
H (-0.63463, 0.84520, -0.10228)

Atomic partial charges in e from the Mulliken method, atoms 1 to 4: -0.75 -0.57 -0.54 -0.54

---

(4)
C45H43AsCrN4O4PS3 | ωB97M-V with the def2-TZVPD basis set

Results
Kohn-Sham gap (alpha / beta)   2.453 / 5.031 eV
⟨S²⟩   8.85
Spin multiplicity   6
Net charge   -2
ΔE to the lowest compared entry with this formula, charge and spin   1.3561 eV

Atoms and positions in Å:
Cr (0.68461, -0.39274, 0.52107)
O (-1.12481, -0.79919, -0.23845)
N (-1.92626, -1.72438, 0.37318)
C (-2.78164, -2.48123, -0.41341)
C (-3.75524, -3.25781, 0.15074)
C (-3.87930, -3.31613, 1.54663)
C (-2.92379, -2.62198, 2.32887)
C (-1.93082, -1.85012, 1.75219)
S (-0.67042, -1.10266, 2.63726)
H (-2.61547, -2.41146, -1.47476)
H (-4.41888, -3.81846, -0.49687)
H (-4.64740, -3.92122, 2.01391)
H (-2.92688, -2.69449, 3.40788)
O (2.23171, -0.32312, 1.69112)
N (2.47312, 0.67177, 2.50397)
C (3.49299, 0.52407, 3.37329)
C (3.82322, 1.50503, 4.26937)
C (3.07847, 2.68613, 4.28922)
C (2.04178, 2.82605, 3.39492)
C (1.72001, 1.81983, 2.47153)
S (0.45560, 1.97581, 1.34226)
H (3.99714, -0.42863, 3.30532)
H (4.65377, 1.34658, 4.94265)
H (3.30566, 3.47294, 4.99684)
H (1.43507, 3.71921, 3.37013)
C (-2.40117, 2.74754, -2.57734)
C (-1.93719, 2.70594, -4.03024)
As (-2.52638, 4.28700, -5.07944)
C (-2.80813, 3.37692, -6.79347)
C (-1.99911, 2.33273, -7.23562)
C (-2.21121, 1.73960, -8.47033)
C (-3.22571, 2.19396, -9.30246)
C (-4.01485, 3.26200, -8.89115)
C (-3.79904, 3.85095, -7.65846)
C (-4.40734, 4.26069, -4.54581)
C (-4.97602, 5.35211, -3.89915)
C (-6.26386, 5.28888, -3.38719)
C (-6.99694, 4.11493, -3.49603)
C (-6.43916, 3.01625, -4.13838)
C (-5.16234, 3.09082, -4.66411)
P (-1.78576, 1.23136, -1.58762)
C (-3.10377, 1.36349, -0.30980)
C (-2.94828, 2.41644, 0.59439)
C (-3.82951, 2.58436, 1.64935)
C (-4.87973, 1.69476, 1.82669)
C (-5.03934, 0.64099, 0.94065)
C (-4.16161, 0.47899, -0.12245)
C (-2.40915, -0.02288, -2.77928)
C (-1.47108, -0.94020, -3.25738)
C (-1.82986, -1.89612, -4.19601)
C (-3.13195, -1.94770, -4.67789)
C (-4.06704, -1.02826, -4.22086)
C (-3.70776, -0.07039, -3.28381)
H (-3.48846, 2.82232, -2.51848)
H (-1.98835, 3.63464, -2.08507)
H (-2.31741, 1.81551, -4.53021)
H (-0.84582, 2.66156, -4.05716)
H (-1.21075, 1.95805, -6.59250)
H (-1.59112, 0.90848, -8.78334)
H (-3.40062, 1.72070, -10.26038)
H (-4.80520, 3.62887, -9.53584)
H (-4.42571, 4.67326, -7.33009)
H (-4.39397, 6.26167, -3.79416)
H (-6.69681, 6.15033, -2.89353)
H (-7.99192, 4.05439, -3.07404)
H (-7.00329, 2.09454, -4.21797)
H (-4.73412, 2.23348, -5.17151)
H (-2.11005, 3.09316, 0.47580)
H (-3.68197, 3.39932, 2.34885)
H (-5.55899, 1.81414, 2.66311)
H (-5.84333, -0.07230, 1.07835)
H (-4.29727, -0.36040, -0.78989)
H (-0.46694, -0.90918, -2.85229)
H (-1.09410, -2.61389, -4.53898)
H (-3.41796, -2.70393, -5.39964)
H (-5.08516, -1.06178, -4.59502)
H (-4.44396, 0.64905, -2.94281)
N (3.75358, -2.07130, -1.57188)
C (3.00050, -2.58805, -0.48754)
S (1.28199, -2.54535, -0.53377)
N (3.79551, -2.72284, 0.64684)
C (3.57968, -3.25225, 1.89527)
C (4.61341, -3.12060, 2.84344)
C (4.48915, -3.64182, 4.11692)
C (3.33487, -4.31234, 4.49922)
C (2.31676, -4.46563, 3.56299)
C (2.42962, -3.96369, 2.28148)
H (3.14502, -2.03964, -2.37653)
H (4.04214, -1.10960, -1.38315)
H (4.69368, -2.27893, 0.53617)
H (5.52115, -2.59382, 2.56102)
H (5.30356, -3.52476, 4.82426)
H (3.22551, -4.70191, 5.50392)
H (1.40815, -4.98979, 3.83343)
H (1.62842, -4.09868, 1.57605)
C (2.05672, 1.50602, -3.01169)
O (1.27451, 0.73416, -2.10844)
C (1.83230, 0.48561, -0.88456)
O (2.99320, 0.84171, -0.71622)
H (1.48810, 1.56665, -3.93907)
H (3.02506, 1.03638, -3.19708)
H (2.22937, 2.50542, -2.60606)

Atomic partial charges in e from the Mulliken method, atoms 1 to 4: -0.20 1.01 -0.19 -0.44

---

(5)
C5H14NO | ωB97M-V with the def2-TZVPD basis set

Results
Kohn-Sham gap   6.436 eV
Net charge   -1
ΔE to the lowest compared entry with this formula, charge and spin   0.9147 eV

Atoms and positions in Å:
C (-0.50268, 2.79023, -0.81329)
N (0.01690, 1.50644, -1.26942)
C (-1.20951, 0.50497, -1.24568)
O (-2.27736, 0.97167, -1.82238)
H (-1.50264, 2.96171, -1.19701)
H (0.12920, 3.62268, -1.25673)
H (-0.57950, 2.83436, 0.26242)
H (0.23815, 1.59164, -2.28494)
H (-1.36396, 0.30490, -0.16249)
H (-0.74110, -0.36148, -1.70680)
C (0.37821, -2.76714, 0.82977)
C (0.38286, -1.39562, 1.53906)
C (1.33761, -0.40897, 0.88763)
H (0.03448, -2.66383, -0.21946)
H (-0.27083, -3.45302, 1.34670)
H (1.35903, -3.19392, 0.72113)
H (0.48309, -1.49866, 2.61984)
H (-0.66710, -0.99012, 1.53655)
H (1.30430, 0.53102, 1.45255)
H (2.39138, -0.65524, 0.89834)
H (1.05947, -0.23162, -0.11581)

Atomic partial charges in e from the Mulliken method, atoms 1 to 4: -0.89 -0.43 -0.15 -0.85

---

(6)
C5H5NO | ωB97M-V with the def2-TZVPD basis set

Results
Kohn-Sham gap (alpha / beta)   7.156 / 7.161 eV
ΔE to the lowest compared entry with this formula, charge and spin   4.4244 eV

Atoms and positions in Å:
N (-2.67132, -0.10328, -1.33547)
C (-1.68589, 0.35439, -0.93576)
C (-0.40297, 0.92045, -0.50619)
O (-0.45086, 0.87493, 1.12832)
C (0.38187, -0.11285, 1.27983)
C (0.61038, -1.06107, 0.17677)
C (0.77094, 0.10925, -0.74999)
H (-0.34627, 1.98745, -0.71660)
H (0.84399, -0.17848, 2.26700)
H (1.48976, -1.68733, 0.32919)
H (-0.26782, -1.69356, -0.03126)
H (1.72818, 0.59009, -0.90583)

Atomic partial charges in e from the Mulliken method, atoms 1 to 4: -0.45 0.16 0.23 -0.39

---

(7)
C4H7NO3 | ωB97M-V with the def2-TZVPD basis set

Results
Kohn-Sham gap   10.600 eV
ΔE to the lowest compared entry with this formula, charge and spin   3.6744 eV

Atoms and positions in Å:
O (-2.80811, -0.59743, -0.15648)
C (-2.04108, 0.32356, 0.02494)
N (-0.96197, 0.36211, 0.88177)
C (0.26073, 1.07334, 0.28004)
C (0.99722, -0.05415, -0.38539)
O (2.21041, -0.32423, 0.26246)
C (0.16388, -1.30020, -0.06000)
O (-0.45518, -0.92604, 1.14618)
H (-2.24406, 1.32943, -0.46450)
H (0.82860, 1.48081, 1.09025)
H (-0.16968, 1.89387, -0.30224)
H (1.16101, 0.07800, -1.45927)
H (2.89288, 0.28739, -0.04448)
H (0.79092, -2.17846, 0.00491)
H (-0.62559, -1.44799, -0.81818)

Atomic partial charges in e from the Mulliken method, atoms 1 to 4: -0.49 0.13 0.03 -0.66

---

(8)
C16H18BBr15N2O3S | ωB97M-V with the def2-TZVPD basis set

Results
Kohn-Sham gap   7.808 eV
ΔE to the lowest compared entry with this formula, charge and spin   2.6121 eV

Atoms and positions in Å:
C (-1.48518, 0.10126, 2.43451)
C (-0.97416, -1.20093, 1.63453)
B (0.46798, -0.82562, 1.05522)
O (1.52235, -0.67944, 2.01664)
C (0.86169, -0.64005, -0.48337)
C (2.21099, -1.09858, -0.87668)
C (2.75557, -0.96069, -2.27447)
N (4.04060, -1.35358, -2.64033)
S (4.05150, -0.90025, -4.26314)
N (2.53718, -0.24776, -4.57469)
C (1.88673, -0.31978, -3.34466)
C (0.51588, 0.12801, -2.93329)
C (-0.00039, -0.00541, -1.56341)
C (-1.42899, 0.53311, -1.22393)
O (-1.44849, 1.88569, -0.71409)
C (-1.53031, 2.84310, -1.72295)
C (-0.48769, 4.04540, -1.68841)
O (-2.35944, 2.86709, -2.60666)
H (-1.08431, 0.01066, 3.48915)
H (-1.02528, 1.05429, 2.02871)
H (-2.60317, 0.15754, 2.50758)
H (-0.86153, -2.02333, 2.41105)
H (-1.71558, -1.57245, 0.87872)
H (1.99547, 0.16078, 1.88331)
H (2.88567, -1.56393, -0.11408)
H (-0.12995, 0.58621, -3.73573)
H (-1.98303, -0.09705, -0.46657)
H (-2.04349, 0.43889, -2.17407)
H (0.02674, 4.14392, -2.67954)
H (0.20575, 3.85453, -0.82717)
H (-1.10195, 4.96331, -1.43420)
C (-4.25745, 2.44239, 4.20095)
Br (-5.38655, 0.87048, 4.23746)
Br (-2.53173, 2.12265, 5.01774)
Br (-4.07083, 3.14915, 2.40804)
H (-4.75416, 3.20214, 4.79632)
C (3.72499, -2.34839, 4.53851)
Br (2.70529, -2.51103, 6.17689)
Br (5.25705, -1.18346, 4.75720)
Br (4.23213, -4.07838, 3.83028)
H (3.07322, -1.88254, 3.80367)
C (-3.16715, -4.97088, 3.21868)
Br (-2.05028, -5.20517, 1.65521)
Br (-2.26511, -5.53603, 4.83296)
Br (-3.82889, -3.15875, 3.35767)
H (-4.03010, -5.61730, 3.09260)
C (7.93544, -2.29377, -6.28273)
Br (9.78133, -2.59756, -5.78848)
Br (6.80194, -2.07251, -4.72917)
Br (7.75522, -0.81490, -7.51749)
H (7.59401, -3.18450, -6.80090)
C (-5.17558, 4.18396, -1.34317)
Br (-5.98392, 4.23655, -3.09908)
Br (-4.20320, 5.81098, -0.94889)
Br (-6.47309, 3.77263, 0.03518)
H (-4.45034, 3.37483, -1.35150)

Atomic partial charges in e from the Mulliken method, atoms 1 to 4: -0.71 -0.24 0.13 -0.29

---

no.,F_max (eV Å⁻¹)
1,0.4
2,2.6
3,2.7
4,2.2
5,2.0
6,1.1
7,2.5
8,4.4